1.
C9H14 | wB97M-V/def2-TZVPD

As for the SMILES: Cc1ccccc1.CC. The total energy comes out at -9557.3733 eV. The energy above the lowest of the compared OMol25 structures with the same formula, charge and spin comes out at 271.0 kJ/mol. As for the HOMO energy: -0.326 hartree. The total charge is 0.

Last column: Löwdin charge in e.
Positions of all 23 atoms, in Å:
C 0.668 -2.212 -1.181  -0.077
C 0.444 -1.203 -0.187  -0.305
C 1.236 -0.043 0.076  -0.040
C 1.159 0.582 1.335  -0.125
C 0.261 0.097 2.271  -0.137
C -0.602 -0.945 1.961  -0.098
C -0.557 -1.514 0.687  -0.085
H -0.018 -2.455 -2.067  0.122
H 0.782 -3.120 -0.621  0.088
H 1.421 -2.114 -1.833  0.031
H 1.798 0.677 -0.546  0.104
H 1.868 1.409 1.668  0.124
H 0.268 0.634 3.331  0.137
H -1.297 -1.445 2.734  0.128
H -1.326 -2.253 0.323  0.137
C -0.343 2.651 -1.636  -0.082
C -1.708 1.803 -2.034  -0.123
H -0.807 3.205 -0.769  0.077
H 0.440 2.143 -1.158  -0.003
H -0.244 3.230 -2.439  -0.002
H -2.259 2.222 -2.899  0.058
H -2.460 1.801 -1.234  0.049
H -1.510 0.775 -2.239  0.022

=====

2.
C54H43Br2Cl3IN5O2PPm | wB97M-V/def2-TZVPD

The total energy comes out at -279840.2601 eV. Its spin multiplicity is 5. The energy above the lowest of the compared OMol25 structures with the same formula, charge and spin comes out at 0.0 kJ/mol. As for the HOMO energy (spin up / spin down): -0.080 / -0.081 hartree. The total charge is -2.

Last column: Löwdin charge in e.
Positions of all 112 atoms, in Å:
Pm 12.643 13.010 15.140  1.554
C 9.106 11.870 17.177  -0.075
C 10.093 10.752 17.333  -0.302
C 9.670 9.596 18.074  -0.014
C 10.549 8.565 18.321  -0.041
C 11.884 8.665 17.822  -0.183
C 12.900 7.699 18.071  -0.676
Br 12.545 6.154 19.062  0.722
C 14.211 7.954 17.644  -0.186
C 14.552 9.108 16.925  -0.649
Br 16.295 9.438 16.435  0.807
C 13.552 10.081 16.576  -0.420
O 13.802 11.150 15.888  -0.354
C 12.206 9.862 17.066  -0.135
N 11.315 10.870 16.810  0.133
H 9.085 12.531 18.061  0.085
H 8.100 11.429 17.075  0.045
H 9.357 12.484 16.299  0.047
H 8.636 9.546 18.424  0.108
H 10.271 7.695 18.918  0.068
H 14.988 7.233 17.887  0.083
Cl 7.297 15.733 10.650  0.680
C 8.234 14.699 11.601  -0.684
C 7.640 13.617 12.256  -0.178
C 8.372 12.732 13.087  -0.677
I 7.558 11.064 13.930  0.952
C 9.764 13.000 13.372  -0.415
O 10.494 12.344 14.257  -0.317
C 10.400 14.080 12.639  -0.154
N 11.737 14.288 12.884  0.064
C 12.360 15.230 12.166  -0.135
C 11.718 16.062 11.234  -0.043
C 10.349 15.926 11.030  -0.031
C 9.640 14.917 11.734  -0.170
H 6.578 13.476 12.093  0.081
H 13.441 15.306 12.294  0.099
H 12.310 16.785 10.679  0.102
H 9.806 16.570 10.356  0.074
C 11.162 14.998 20.817  -0.115
C 11.429 13.748 20.201  -0.107
C 11.382 13.619 18.814  -0.158
C 11.069 14.723 17.990  -0.223
C 11.091 14.668 16.585  -0.190
C 10.537 15.672 15.846  -0.172
C 10.137 16.869 16.476  -0.109
C 10.229 17.052 17.839  -0.074
C 10.720 15.983 18.640  -0.171
C 10.794 16.092 20.053  -0.069
H 11.263 15.084 21.896  0.082
H 11.701 12.895 20.810  0.088
H 11.564 12.651 18.351  0.048
H 10.489 15.584 14.765  0.064
H 9.724 17.647 15.834  0.086
H 9.931 17.981 18.329  0.091
H 10.570 17.061 20.501  0.093
Cl 15.531 12.632 20.700  0.487
C 15.752 12.578 18.938  -0.886
Cl 14.147 12.974 18.142  0.652
H 16.032 11.586 18.581  -0.003
H 16.457 13.364 18.642  0.028
N 11.171 10.109 12.267  -0.080
N 11.933 9.713 13.426  -0.073
H 11.047 11.127 12.282  0.023
H 10.241 9.710 12.347  0.022
H 11.535 10.161 14.266  0.020
H 12.851 10.161 13.281  0.009
N 13.798 12.224 13.197  -0.362
P 14.830 12.211 12.003  0.663
C 14.286 13.034 10.495  -0.292
C 13.057 12.650 9.946  -0.092
C 12.552 13.271 8.798  -0.092
C 13.259 14.287 8.148  -0.101
C 14.515 14.649 8.675  -0.103
C 15.039 14.018 9.808  -0.070
C 15.282 10.568 11.463  -0.283
C 15.284 10.123 10.113  -0.065
C 15.717 8.825 9.825  -0.108
C 16.243 7.969 10.808  -0.104
C 16.270 8.423 12.131  -0.085
C 15.807 9.712 12.462  -0.079
C 16.413 12.964 12.323  -0.284
C 16.386 14.227 12.937  -0.074
C 17.576 14.929 13.176  -0.078
C 18.814 14.409 12.806  -0.100
C 18.846 13.147 12.197  -0.107
C 17.667 12.443 11.928  -0.071
H 12.471 11.852 10.414  0.102
H 11.577 12.949 8.457  0.097
H 12.870 14.803 7.266  0.092
H 15.092 15.458 8.223  0.091
H 16.023 14.328 10.162  0.099
H 14.951 10.762 9.302  0.094
H 15.651 8.475 8.796  0.089
H 16.585 6.961 10.542  0.092
H 16.661 7.799 12.932  0.093
H 15.855 10.050 13.507  0.076
H 15.435 14.669 13.242  0.079
H 17.524 15.919 13.627  0.094
H 19.747 14.948 12.995  0.093
H 19.801 12.711 11.914  0.087
H 17.747 11.477 11.423  0.100
C 15.986 17.339 15.747  -0.136
C 14.708 17.481 15.214  -0.122
C 13.845 16.383 15.058  -0.181
C 14.286 15.153 15.445  -0.278
C 15.553 14.946 15.959  -0.227
C 16.390 16.041 16.138  -0.145
H 16.651 18.195 15.875  0.078
H 14.339 18.458 14.904  0.080
H 12.835 16.536 14.668  0.066
H 15.887 13.937 16.224  0.066
H 17.377 15.871 16.573  0.084

=====

3.
CH4ClOP | wB97M-V/def2-TZVPD

The total energy comes out at -24957.2581 eV. The energy above the lowest of the compared OMol25 structures with the same formula, charge and spin comes out at 447.0 kJ/mol. As for the HOMO energy: -0.328 hartree. The total charge is 0.

Last column: Löwdin charge in e.
Positions of all 8 atoms, in Å:
C 1.574 -0.142 -0.370  -0.118
O 0.914 0.510 0.457  -0.171
P -1.963 -0.447 0.207  0.264
Cl -2.737 1.394 0.216  0.004
H 2.690 0.092 -0.612  0.113
H 1.058 -0.858 -0.910  0.017
H -0.758 -0.221 1.775  0.039
H -0.777 -0.329 -0.763  -0.148

=====

4.
C6H16N2 | wB97M-V/def2-TZVPD

As for the SMILES: C=CCN.CCCN. The total energy comes out at -9460.4282 eV. The energy above the lowest of the compared OMol25 structures with the same formula, charge and spin comes out at 158.8 kJ/mol. As for the HOMO energy: -0.337 hartree. The total charge is 0.

Last column: Löwdin charge in e.
Positions of all 24 atoms, in Å:
C -2.178 -2.444 2.153  0.002
C -1.202 -1.651 2.612  -0.184
C 0.167 -1.605 2.013  -0.308
N 0.669 -0.224 1.814  -0.014
H -3.092 -2.433 2.710  0.040
H -2.067 -3.213 1.398  0.058
H -1.368 -0.882 3.353  0.092
H 0.884 -2.237 2.581  0.110
H 0.110 -2.049 0.984  0.105
H 1.572 -0.167 1.365  0.050
H 0.706 0.226 2.735  0.067
C 1.512 -0.131 -1.564  -0.117
C 1.101 1.357 -1.560  -0.268
C -0.399 1.557 -1.905  -0.330
N -0.782 2.958 -1.972  -0.025
H 1.408 -0.432 -2.587  0.057
H 0.860 -0.742 -0.870  0.066
H 2.564 -0.194 -1.276  0.067
H 1.348 1.963 -0.691  0.096
H 1.678 1.829 -2.370  0.098
H -1.002 1.074 -1.124  0.108
H -0.591 0.985 -2.819  0.100
H -1.746 3.074 -2.335  0.077
H -0.153 3.378 -2.643  0.054

=====

5.
C3H10NO2S | wB97M-V/def2-TZVPD

The total energy comes out at -19672.7406 eV. Its spin multiplicity is 2. The energy above the lowest of the compared OMol25 structures with the same formula, charge and spin comes out at 93.3 kJ/mol. As for the HOMO energy (spin up / spin down): -0.686 / -0.685 hartree. The total charge is +2.

Last column: Löwdin charge in e.
Positions of all 17 atoms, in Å:
O 0.963 -1.588 0.696  0.153
C 0.763 -0.579 1.286  -0.203
C -0.236 0.495 0.741  -0.282
C 0.399 1.677 -0.016  -0.330
S 2.092 2.135 0.679  1.188
N -1.269 -0.102 -0.164  0.237
H 1.148 -0.446 2.302  0.152
H -0.558 1.007 1.677  0.174
H -0.033 2.685 0.177  0.127
H 0.726 1.427 -1.036  0.113
H 2.685 2.733 -0.416  0.015
H -2.203 -0.216 0.271  0.205
H -0.910 -1.029 -0.603  0.136
H -1.402 0.578 -0.921  0.171
H -0.686 -2.726 -2.322  0.089
H -0.644 -3.454 -0.973  0.090
O -0.835 -2.597 -1.376  -0.034

=====

6.
C35H61F3O16SY | wB97M-V/def2-TZVPD

The total energy comes out at -90065.6165 eV. The energy above the lowest of the compared OMol25 structures with the same formula, charge and spin comes out at 196.1 kJ/mol. As for the HOMO energy: -0.411 hartree. The total charge is +1.

Last column: Löwdin charge in e.
Positions of all 117 atoms, in Å:
Y -4.625 -1.195 -0.349  1.981
C -0.263 0.331 0.512  -0.043
C -1.120 -0.423 -0.509  -0.354
O -2.506 -0.294 -0.394  -0.380
H -0.328 -0.142 1.492  0.062
H -0.553 1.380 0.570  0.049
H 0.776 0.372 0.184  0.073
H -0.924 -1.496 -0.498  0.076
H -0.834 -0.113 -1.514  0.098
C -3.571 -5.921 -1.127  -0.594
F -2.972 -6.883 -1.769  0.195
F -4.905 -6.099 -1.294  0.124
F -3.296 -6.005 0.213  0.103
S -2.961 -4.208 -1.800  0.580
O -3.209 -4.190 -3.253  -0.283
O -3.682 -3.130 -1.141  -0.466
O -1.528 -4.141 -1.448  -0.299
C 1.131 1.164 3.883  -0.141
C 1.984 -0.103 3.490  -0.162
C 2.712 -0.426 4.820  -0.197
O 1.678 -0.302 5.787  -0.155
C 0.614 0.571 5.230  -0.155
H 0.332 1.289 3.152  0.067
H 1.750 2.057 3.963  0.119
H 2.721 0.179 2.737  0.104
H 1.287 -0.911 3.268  0.074
H 3.420 0.359 5.085  0.123
H 3.160 -1.419 4.791  0.118
H 0.334 1.351 5.939  0.117
H -0.232 -0.071 4.987  0.094
C 4.491 0.948 -1.349  -0.164
C 4.860 -0.394 -1.885  -0.169
C 5.527 -1.145 -0.740  -0.190
O 4.850 -0.620 0.390  -0.156
C 4.216 0.647 0.107  -0.188
H 3.612 1.310 -1.882  0.108
H 5.343 1.623 -1.436  0.121
H 5.567 -0.346 -2.712  0.121
H 3.980 -0.956 -2.196  0.106
H 6.609 -1.027 -0.688  0.118
H 5.407 -2.228 -0.780  0.110
H 4.505 1.496 0.726  0.121
H 3.149 0.458 0.225  0.088
C 0.781 4.653 -1.754  -0.173
C 0.665 5.607 -0.578  -0.148
C 1.767 5.087 0.388  -0.157
O 1.775 3.678 0.055  -0.163
C 0.920 3.321 -1.055  -0.208
H 1.680 4.807 -2.350  0.127
H -0.095 4.639 -2.403  0.096
H -0.305 5.421 -0.117  0.091
H 0.772 6.669 -0.796  0.117
H 1.541 5.329 1.427  0.111
H 2.736 5.492 0.095  0.117
H -0.047 2.934 -0.734  0.088
H 1.383 2.608 -1.737  0.115
C -3.516 4.145 2.409  -0.161
C -2.248 3.638 1.765  -0.196
C -1.284 3.712 2.861  -0.249
O -1.585 4.922 3.497  -0.115
C -2.985 5.187 3.426  -0.168
H -3.973 3.374 3.029  0.103
H -4.249 4.495 1.682  0.110
H -1.998 4.371 0.998  0.110
H -2.331 2.642 1.330  0.099
H -0.237 3.799 2.571  0.120
H -1.347 2.881 3.563  0.117
H -3.137 6.203 3.060  0.120
H -3.502 5.059 4.377  0.116
O -3.623 -2.484 1.468  -0.067
C -2.614 -2.833 2.129  -0.370
O -2.525 -2.524 3.440  0.074
C -1.398 -3.092 4.115  -0.112
C -1.013 -4.158 3.138  -0.135
C -1.435 -3.615 1.752  -0.049
H -1.491 -3.637 5.054  0.150
H -0.573 -2.379 4.137  0.120
H -1.490 -5.116 3.343  0.131
H 0.024 -4.466 3.273  0.120
H -1.691 -4.400 1.040  0.114
H -0.790 -2.877 1.274  0.118
O 2.902 -3.780 -2.205  0.112
C 2.696 -3.698 -1.013  -0.492
O 3.585 -4.167 -0.149  0.055
C 3.325 -3.691 1.206  -0.123
C 1.879 -3.369 1.153  -0.167
C 1.616 -2.951 -0.311  -0.057
H 3.845 -2.754 1.405  0.116
H 3.598 -4.376 2.009  0.136
H 1.639 -2.661 1.946  0.096
H 1.300 -4.266 1.371  0.106
H 1.642 -1.871 -0.457  0.121
H 0.657 -3.334 -0.661  0.092
O -4.303 2.592 -5.923  0.107
C -3.587 2.570 -4.931  -0.485
O -2.268 2.398 -5.005  0.065
C -1.658 2.243 -3.690  -0.122
C -2.692 2.829 -2.698  -0.145
C -4.000 2.777 -3.504  -0.075
H -0.694 2.742 -3.590  0.113
H -1.461 1.211 -3.401  0.094
H -2.378 3.853 -2.496  0.105
H -2.667 2.241 -1.780  0.085
H -4.581 3.689 -3.369  0.130
H -4.584 1.904 -3.213  0.105
O 0.878 0.329 -4.146  0.107
C 0.336 -0.723 -4.289  -0.522
O -0.653 -0.832 -5.166  0.024
C -1.289 -2.143 -5.216  -0.102
C -0.286 -2.982 -4.444  -0.146
C 0.562 -2.033 -3.547  -0.033
H -1.561 -2.495 -6.211  0.137
H -2.137 -2.036 -4.539  0.105
H 0.367 -3.551 -5.106  0.121
H -0.834 -3.772 -3.931  0.080
H 1.598 -2.369 -3.513  0.109
H 0.138 -1.968 -2.545  0.085